Entry from the OMol25 dataset: a cluster of 2 separate species, CH5NO in total in a non-equilibrium geometry (the ωB97M-V functional and the def2-TZVPD basis).

As for the spin multiplicity: 1. As for the total energy: -170.968382 hartree. The max |F| comes out at 6.8 eV/Å. For the highest occupied orbital energy, the calculation gives -9.9 eV. For the HOMO-LUMO gap, the calculation gives 0.3624 hartree.

The geometry in XYZ format:
```
8
Properties=species:S:1:pos:R:3:lowdin_charge:R:1
C -0.5841 1.4576 -0.2229 -0.118
N -0.0385 0.2294 -0.0388 -0.012
H -0.9887 2.0665 0.5975 0.072
H -0.4623 1.9542 -1.2267 0.078
H -1.1212 0.2272 0.3762 0.116
O 1.4307 -2.0872 0.2869 -0.127
H 1.0978 -1.1766 0.2023 -0.058
H 0.6663 -2.6712 0.0253 0.049
```

=====

Entry from the OMol25 dataset: the molecule CH5NO in a non-equilibrium geometry (the ωB97M-V functional and the def2-TZVPD basis).

As for the spin multiplicity: 1. As for the total energy: -171.067019 hartree. The max |F| comes out at 1.9 eV/Å. For the highest occupied orbital energy, the calculation gives -9.0 eV. For the HOMO-LUMO gap, the calculation gives 0.3700 hartree.

The geometry in XYZ format:
```
8
Properties=species:S:1:pos:R:3:lowdin_charge:R:1
N -0.1406 1.1274 0.3714 0.016
C 0.0533 0.0661 -0.5229 -0.363
O 0.1368 -1.2153 0.1364 -0.063
H 0.2769 2.0180 0.2028 0.065
H -0.5059 1.0569 1.2937 0.066
H 1.0160 0.1221 -1.0452 0.116
H -0.6994 -0.0009 -1.3212 0.105
H -0.7412 -1.4324 0.4174 0.059
```

=====

Entry from the OMol25 dataset: a cluster of 2 separate species, CH5NO2 in total in a non-equilibrium geometry (the ωB97M-V functional and the def2-TZVPD basis).

As for the spin multiplicity: 1. As for the total energy: -246.345531 hartree. The max |F| comes out at 1.9 eV/Å. For the highest occupied orbital energy, the calculation gives -10.4 eV. For the HOMO-LUMO gap, the calculation gives 0.4088 hartree.

The geometry in XYZ format:
```
9
Properties=species:S:1:pos:R:3:lowdin_charge:R:1
O -0.1674 -1.9908 0.2377 0.037
C -0.5289 -1.2770 1.1449 -0.409
O -1.0405 -0.0295 1.0430 -0.002
H -0.4334 -1.5767 2.2309 0.140
H -0.4247 0.3680 0.3271 0.055
N 0.5586 1.0720 -0.9835 0.036
H 1.5370 1.3236 -1.0100 0.041
H 0.4863 0.2716 -1.6095 0.049
H 0.0130 1.8388 -1.3806 0.052
```

=====

Entry from the OMol25 dataset: a cluster of 2 separate species, CH5NO2S in total in a non-equilibrium geometry (the ωB97M-V functional and the def2-TZVPD basis).

As for the spin multiplicity: 1. As for the total energy: -644.296322 hartree. The max |F| comes out at 4.5 eV/Å. For the highest occupied orbital energy (spin up / spin down), the calculation gives -8.5 / -8.8 eV. For the HOMO-LUMO gap (spin up / spin down), the calculation gives 0.3197 / 0.2838 hartree.

The geometry in XYZ format:
```
10
Properties=species:S:1:pos:R:3:lowdin_charge:R:1
C -0.6322 -0.1889 1.3077 0.125
N 1.3341 0.7757 -2.0290 -0.326
O -0.3056 0.1300 -3.7988 -0.585
O 0.9112 -0.5677 -1.6365 -0.172
S 0.4257 1.3357 -3.4423 0.913
H -0.5822 0.7622 1.7620 -0.028
H -1.6195 -0.3846 1.5800 -0.029
H 0.0948 -0.6374 0.8086 -0.075
H 1.2506 1.5049 -1.3387 0.054
H 0.4256 -0.8806 -2.5619 0.122
```

=====

Entry from the OMol25 dataset: a cluster of 2 separate species, CH5NO2S in total in a non-equilibrium geometry (the ωB97M-V functional and the def2-TZVPD basis).

As for the spin multiplicity: 1. As for the total energy: -644.349143 hartree. The max |F| comes out at 6.9 eV/Å. For the highest occupied orbital energy (spin up / spin down), the calculation gives -7.6 / -8.3 eV. For the HOMO-LUMO gap (spin up / spin down), the calculation gives 0.2904 / 0.3087 hartree.

The geometry in XYZ format:
```
10
Properties=species:S:1:pos:R:3:lowdin_charge:R:1
C -0.9905 -2.2259 1.1596 -0.366
N -1.0202 0.0428 -0.1006 -0.473
O 0.9380 2.1403 -0.7844 -0.061
O -1.2978 -0.6275 -1.1545 -0.151
S -0.4747 -0.6634 1.3323 0.947
H -1.2551 -2.3968 2.1870 -0.026
H -1.2303 -2.6869 0.2456 -0.005
H 1.6007 2.9442 -0.5657 0.145
H -0.5257 0.8851 -0.2891 0.020
H 0.8277 2.1065 -1.6695 -0.030
```

=====

Entry from the OMol25 dataset: a cluster of 2 separate species, CH5NO3 in total (the ωB97M-V functional and the def2-TZVPD basis).

As for the spin multiplicity: 1. As for the total energy: -321.431308 hartree. The max |F| comes out at 0.8 eV/Å. For the highest occupied orbital energy, the calculation gives -8.8 eV. For the HOMO-LUMO gap, the calculation gives 0.3542 hartree.

The geometry in XYZ format:
```
10
Properties=species:S:1:pos:R:3:lowdin_charge:R:1
C -0.5740 -0.3604 -0.1152 -0.330
N -1.6397 0.4392 0.0065 0.164
O 1.2370 0.1990 0.4843 -0.285
O 2.1385 0.0351 -0.6388 -0.126
O -0.4240 -1.3132 0.7788 0.000
H 2.6587 0.8472 -0.5773 0.072
H 0.6140 -1.0903 0.9268 0.123
H -0.1638 -0.4615 -1.1199 0.143
H -1.7916 1.1710 -0.6672 0.115
H -2.0552 0.5339 0.9219 0.123
```

=====

Entry from the OMol25 dataset: a structure of composition CH5NO3P in a non-equilibrium geometry (the ωB97M-V functional and the def2-TZVPD basis).

As for the spin multiplicity: 1. The net charge is -1. As for the total energy: -662.989651 hartree. The max |F| comes out at 3.3 eV/Å. For the highest occupied orbital energy, the calculation gives -4.1 eV. For the HOMO-LUMO gap, the calculation gives 0.3080 hartree.

The geometry in XYZ format:
```
11
Properties=species:S:1:pos:R:3:lowdin_charge:R:1
C -0.8883 0.8242 -0.4323 -0.203
N 1.5530 -0.6771 0.5537 -0.182
O -0.4836 0.9507 2.3144 -0.408
O -1.2340 -1.3018 1.3210 -0.399
O 1.2786 -2.0778 0.4213 -0.281
P -0.5351 0.0037 1.1774 0.406
H -0.5238 0.1818 -1.2257 0.025
H -1.9633 0.9760 -0.5314 0.026
H -0.3700 1.7766 -0.4508 0.025
H 2.0043 -0.5710 1.4716 -0.004
H 0.3472 -2.1634 0.7025 -0.005
```

=====

Entry from the OMol25 dataset: a structure of composition CH5NO3P2 in a non-equilibrium geometry (the ωB97M-V functional and the def2-TZVPD basis).

As for the spin multiplicity: 1. As for the total energy: -1004.368723 hartree. The max |F| comes out at 1.7 eV/Å. For the highest occupied orbital energy, the calculation gives -8.5 eV. For the HOMO-LUMO gap, the calculation gives 0.3303 hartree.

The geometry in XYZ format:
```
12
Properties=species:S:1:pos:R:3:lowdin_charge:R:1
C -1.0256 -0.4484 -0.4649 -0.353
N 0.2294 -1.0854 -0.1022 -0.116
O -0.0497 1.1055 1.3213 -0.609
O 1.4557 -0.5753 2.4168 -0.470
O 0.4620 1.5856 -1.0171 -0.365
P 1.4105 0.1953 1.1879 0.730
P -0.8366 1.4087 -0.0369 0.766
H -1.2658 -0.5730 -1.5210 0.078
H -1.8416 -0.8324 0.1442 0.078
H 0.1219 -1.9311 0.4548 0.109
H 0.5190 2.4234 -1.4761 0.049
H 0.8207 -1.2729 -0.9067 0.104
```

=====

Entry from the OMol25 dataset: the molecule CH5NO4 in a non-equilibrium geometry (the ωB97M-V functional and the def2-TZVPD basis).

As for the spin multiplicity: 1. As for the total energy: -396.688344 hartree. The max |F| comes out at 5.4 eV/Å. For the highest occupied orbital energy, the calculation gives -10.8 eV. For the HOMO-LUMO gap, the calculation gives 0.4242 hartree.

The geometry in XYZ format:
```
11
Properties=species:S:1:pos:R:3:lowdin_charge:R:1
O -1.3336 -1.0387 0.5497 -0.042
C 0.0288 -0.6347 -0.0135 -0.418
O 0.8667 -0.6733 1.0704 0.043
N -0.2881 0.6866 -0.5114 -0.102
O -0.1739 1.6356 0.4451 0.015
O 1.0386 0.6674 -1.3468 -0.058
H -2.0198 -0.9062 -0.1144 0.081
H 0.2655 -1.3498 -0.8035 0.160
H 0.3014 -0.8504 1.8379 0.123
H 0.5439 1.3843 1.0670 0.114
H 0.7705 1.0791 -2.1805 0.084
```

=====

Entry from the OMol25 dataset: a structure of composition CH5NO4 in a non-equilibrium geometry (the ωB97M-V functional and the def2-TZVPD basis).

As for the spin multiplicity: 1. As for the total energy: -396.725797 hartree. The max |F| comes out at 2.4 eV/Å. For the highest occupied orbital energy, the calculation gives -9.0 eV. For the HOMO-LUMO gap, the calculation gives 0.3530 hartree.

The geometry in XYZ format:
```
11
Properties=species:S:1:pos:R:3:lowdin_charge:R:1
C 0.8807 0.6353 -0.0849 -0.619
O 1.8846 0.3931 0.7649 0.157
O 0.0424 1.5549 0.3786 0.159
O 0.9594 0.3849 -1.3321 0.032
H -0.0171 1.4524 1.3428 0.147
H 2.4591 -0.2650 0.3425 0.148
N -1.6812 -0.8095 0.2491 -0.030
O -0.3451 -1.0571 -0.1779 -0.260
H 0.0939 -0.5520 -1.1875 0.127
H -2.1914 -1.6645 0.0321 0.069
H -2.0854 -0.0727 -0.3276 0.069
```

=====

For each record above, in turn, the calculated energy relative to the best compared isomer or geometry (same formula, charge and spin) values are 298.8, 39.8, 29.8, 651.0, 512.3, 504.8, 128.8, 0.0, 241.2, 142.9 kJ/mol.